ORCA calculation (wB97M-V/def2-TZVPD) on 10 unconnected molecules or ions with the total composition C30H66N2O16S6.

The geometry in XYZ format:
```
120
C30H66N2O16S6 | OMol25 | wB97M-V/def2-TZVPD
C 10.670 29.520 17.124
C 10.155 28.085 17.248
O 10.824 27.163 17.763
N 8.836 27.751 16.597
H 8.128 28.489 16.749
H 9.007 28.008 15.677
C 8.270 26.481 16.763
H 10.522 29.736 16.235
H 11.762 29.403 17.110
H 10.096 29.925 18.031
H 7.155 26.160 16.431
H 8.468 25.964 17.821
H 8.846 25.772 16.246
C 5.528 29.464 13.961
C 6.593 30.647 13.881
O 6.329 31.640 13.153
N 7.785 30.621 14.835
H 7.263 30.280 15.773
H 8.290 29.805 14.692
C 8.435 31.912 15.041
H 5.918 28.909 14.647
H 5.332 28.983 12.846
H 4.563 29.913 14.415
H 9.049 31.618 15.851
H 7.882 32.746 15.508
H 9.175 32.329 14.342
O 9.183 28.688 14.053
H 8.727 28.586 13.250
O 7.075 29.557 16.992
H 6.489 29.512 17.577
C 6.056 23.020 18.731
C 5.130 22.368 19.751
C 6.069 21.783 20.676
S 7.632 22.691 20.760
O 8.773 21.926 20.484
O 7.526 23.446 22.063
C 7.147 23.746 19.369
H 5.570 23.734 18.004
H 6.417 22.236 18.036
H 4.581 21.712 19.182
H 4.477 22.934 20.128
H 6.354 20.808 20.558
H 5.838 21.864 21.647
H 7.884 23.730 18.756
H 7.055 24.835 19.823
C 8.746 28.560 20.872
C 8.670 29.036 22.402
C 7.434 28.491 22.941
S 6.214 28.532 21.683
O 5.386 29.642 21.899
O 5.636 27.191 21.535
C 7.279 28.793 20.324
H 8.888 27.483 20.949
H 9.715 28.978 20.247
H 8.507 30.160 22.202
H 9.611 28.812 23.187
H 7.053 29.029 23.736
H 7.579 27.399 22.923
H 7.142 29.881 19.971
H 7.127 28.445 19.349
C 3.369 26.377 12.685
C 4.084 24.999 12.467
C 4.912 24.655 13.639
S 4.175 25.500 15.001
O 5.111 26.589 15.382
O 3.759 24.593 15.980
C 2.884 26.172 14.146
H 2.514 26.532 12.122
H 3.849 27.302 12.597
H 4.754 24.953 11.626
H 3.412 24.102 12.384
H 5.856 24.893 13.490
H 4.907 23.492 13.920
H 2.820 27.175 14.384
H 1.912 25.501 14.518
C 14.401 25.736 13.950
C 13.379 26.845 14.369
C 12.073 26.347 14.076
S 12.116 25.299 12.731
O 11.751 26.121 11.654
O 11.531 24.013 13.047
C 13.847 25.179 12.658
H 14.321 25.147 14.874
H 15.348 26.150 13.703
H 13.799 27.541 13.717
H 13.559 27.287 15.228
H 11.316 27.153 14.238
H 11.853 25.624 15.085
H 13.815 25.663 11.975
H 14.077 24.143 12.530
C 13.690 30.408 20.058
C 12.577 29.622 20.739
C 12.152 30.478 21.768
S 11.830 32.042 20.880
O 11.968 33.172 21.760
O 10.598 31.901 20.061
C 13.191 31.885 19.674
H 13.996 29.839 19.162
H 14.495 30.036 20.759
H 13.004 28.686 20.966
H 11.936 29.235 20.054
H 12.869 30.683 22.635
H 11.364 30.174 22.174
H 14.080 32.629 20.011
H 13.025 32.051 18.712
C 13.168 22.935 20.113
C 13.627 24.375 20.039
C 12.487 25.138 19.625
S 11.850 24.255 18.278
O 12.443 24.622 17.028
O 10.411 24.202 18.275
C 12.396 22.698 18.808
H 12.564 22.805 21.075
H 14.067 22.331 20.420
H 14.300 24.326 19.335
H 14.170 24.729 20.953
H 12.714 26.087 19.189
H 11.818 25.369 20.463
H 13.108 22.104 18.025
H 11.589 22.188 18.913
```

Calculated values
- Largest force on an atom: 18.60 eV/A
- Orbital gap: 8.7 eV
- Charge: 0
- Lowest unoccupied orbital energy: -0.01 eV
- Relative energy (zero: lowest compared OMol25 entry of this formula, charge and spin): 260.1 kJ/mol
- Spin multiplicity: 1



ORCA calculation (wB97M-V/def2-TZVPD) on 8 unconnected molecules or ions with the total composition C29H44Cl2O14.

The geometry in XYZ format:
```
89
C29H44Cl2O14 | OMol25 | wB97M-V/def2-TZVPD
O -4.153 -2.407 -2.868
C -4.380 -1.743 -1.857
C -4.304 -2.204 -0.463
C -5.105 -1.156 0.329
C -5.072 0.086 -0.602
O -4.688 -0.478 -1.893
H -4.802 -3.172 -0.407
H -3.236 -2.286 -0.261
H -6.149 -1.456 0.425
H -4.647 -0.993 1.305
H -6.088 0.477 -0.642
H -4.326 0.792 -0.237
O -1.897 -1.972 4.930
C -1.193 -2.516 4.110
C 0.069 -3.278 4.338
C 0.628 -3.329 2.973
C -0.550 -3.435 2.030
O -1.514 -2.564 2.763
H 0.781 -2.751 4.974
H -0.202 -4.281 4.666
H 1.188 -2.399 2.864
H 1.373 -4.112 2.830
H -0.386 -3.059 1.020
H -0.879 -4.464 1.889
O -2.157 1.402 -4.631
C -2.402 1.974 -3.532
C -3.499 2.967 -3.374
C -2.996 3.719 -2.097
C -2.042 2.706 -1.412
O -1.616 1.881 -2.541
H -3.550 3.616 -4.248
H -4.457 2.476 -3.204
H -2.441 4.598 -2.423
H -3.716 4.179 -1.421
H -1.250 3.174 -0.827
H -2.659 2.176 -0.685
O 1.821 2.677 1.031
C 1.360 2.311 2.091
C 0.700 3.137 3.200
C 0.627 2.093 4.295
C 0.559 0.729 3.636
O 1.283 0.989 2.435
H 1.271 4.003 3.533
H -0.228 3.582 2.841
H 1.470 2.141 4.984
H -0.200 2.290 4.977
H 1.006 -0.037 4.270
H -0.429 0.349 3.378
O 2.985 -1.143 4.927
C 3.734 -0.963 3.972
C 3.464 -1.357 2.526
C 4.681 -0.675 1.873
C 5.735 -0.616 2.964
O 4.952 -0.498 4.157
H 3.421 -2.442 2.431
H 2.532 -0.891 2.205
H 4.959 -1.369 1.080
H 4.356 0.309 1.537
H 6.210 -1.595 3.012
H 6.393 0.225 2.747
O 2.269 0.963 -3.392
C 2.557 1.946 -2.721
C 3.619 2.075 -1.643
C 3.612 3.589 -1.333
C 2.359 4.077 -1.976
O 1.959 3.151 -2.932
H 3.276 1.451 -0.818
H 4.482 1.681 -2.180
H 3.671 3.955 -0.308
H 4.433 4.128 -1.807
H 1.547 4.128 -1.251
H 2.454 5.054 -2.450
O 0.372 -2.385 -6.571
C -0.087 -2.550 -5.452
C -0.368 -1.522 -4.440
C -0.745 -2.371 -3.239
C -1.199 -3.652 -3.810
O -0.484 -3.812 -5.057
H 0.420 -0.771 -4.386
H -1.279 -1.063 -4.823
H 0.125 -2.454 -2.588
H -1.588 -1.976 -2.672
H -0.944 -4.485 -3.154
H -2.276 -3.749 -3.947
Cl 1.742 -1.126 -0.584
C 0.291 -0.082 -0.672
Cl -1.118 -0.572 0.336
H 0.639 0.906 -0.369
H -0.087 0.050 -1.686
```

Calculated values
- Largest force on an atom: 7.43 eV/A
- Orbital gap: 9.1 eV
- Charge: 0
- Lowest unoccupied orbital energy: 0.01 eV
- Relative energy (zero: lowest compared OMol25 entry of this formula, charge and spin): 66.6 kJ/mol
- Spin multiplicity: 1



ORCA calculation (wB97M-V/def2-TZVPD) on a single C9H11NO3S molecule.

The geometry in XYZ format:
```
25
C9H11NO3S | OMol25 | wB97M-V/def2-TZVPD
C -0.076 -0.506 2.974
C -0.331 0.823 2.781
C 0.415 -1.408 2.107
C -0.267 1.279 1.427
C 0.544 -0.946 0.854
C 0.151 0.316 0.520
C 0.995 -1.789 -0.358
C 1.117 -0.844 -1.569
C 0.362 0.403 -1.200
N 1.040 1.638 -1.551
O -2.139 -0.740 -1.659
O -2.020 1.655 -1.033
O -1.369 0.893 -3.281
S -1.287 0.390 -1.926
H -0.151 -0.893 4.002
H -0.672 1.475 3.665
H 0.598 -2.356 2.500
H -0.322 2.326 1.031
H 1.866 -2.450 0.014
H 0.282 -2.606 -0.621
H 2.035 -0.668 -1.952
H 0.480 -1.283 -2.430
H 0.478 2.416 -1.161
H 1.103 1.710 -2.515
H -2.831 1.164 -0.619
```

Calculated values
- Largest force on an atom: 8.27 eV/A
- Orbital gap (spin up / spin down): 6.0 / 6.5 eV
- Charge: 0
- Lowest unoccupied orbital energy (spin up / spin down): 0.71 / -3.15 eV
- Relative energy (zero: lowest compared OMol25 entry of this formula, charge and spin): 0.0 kJ/mol
- Expectation value of S²: 2.05
- Spin multiplicity: 3



ORCA calculation (wB97M-V/def2-TZVPD) on 19 unconnected molecules or ions with the total composition C56H159N9O29.

The geometry in XYZ format:
```
253
C56H159N9O29 | OMol25 | wB97M-V/def2-TZVPD
C -2.433 4.511 2.942
C -1.866 3.077 2.907
C -2.477 2.133 3.915
O -2.024 2.464 5.215
C -2.785 1.667 6.102
N -1.982 2.529 1.543
H -2.410 4.829 3.975
H -3.489 4.434 2.628
H -2.031 5.224 2.213
H -0.752 3.135 3.100
H -2.148 1.131 3.668
H -3.610 2.177 3.943
H -3.861 1.727 5.939
H -2.476 2.008 7.080
H -2.406 0.585 5.885
H -1.286 3.081 1.046
H -1.524 1.582 1.471
C 4.281 -5.104 -4.852
C 4.435 -3.983 -5.860
C 3.153 -3.253 -6.122
O 3.400 -2.328 -7.146
C 3.141 -0.973 -6.844
N 5.474 -2.970 -5.411
H 5.163 -5.709 -4.581
H 3.483 -5.718 -5.262
H 3.955 -4.736 -3.876
H 4.672 -4.416 -6.858
H 2.905 -2.721 -5.203
H 2.437 -4.039 -6.423
H 3.647 -0.638 -5.913
H 2.111 -0.698 -6.605
H 3.440 -0.339 -7.641
H 6.380 -3.332 -5.103
H 5.680 -2.291 -6.149
C 0.590 -3.372 0.071
C 1.151 -4.699 0.524
C 1.722 -4.679 1.963
O 2.155 -5.871 2.512
C 3.289 -6.331 1.817
N 0.069 -5.679 0.534
H 1.347 -2.794 -0.476
H -0.103 -2.873 0.705
H -0.035 -3.703 -0.716
H 1.956 -4.937 -0.201
H 0.908 -4.253 2.600
H 2.547 -3.945 2.067
H 3.726 -7.211 2.266
H 4.073 -5.628 1.830
H 3.011 -6.534 0.769
H -0.446 -5.655 -0.330
H 0.405 -6.633 0.648
C -3.231 -4.264 -4.693
C -3.568 -2.980 -3.890
C -3.280 -1.805 -4.821
O -1.852 -1.470 -4.813
C -1.392 -1.045 -6.110
N -4.974 -2.914 -3.623
H -3.993 -4.391 -5.464
H -3.178 -5.241 -4.152
H -2.291 -4.038 -5.209
H -2.881 -2.912 -3.042
H -3.735 -0.950 -4.364
H -3.654 -1.985 -5.818
H -0.361 -0.780 -5.951
H -1.949 -0.167 -6.380
H -1.487 -1.729 -6.897
H -5.121 -2.126 -3.000
H -5.305 -3.674 -3.141
C -2.476 2.635 -5.817
C -2.117 2.487 -4.310
C -1.009 3.402 -3.905
O -0.463 3.020 -2.685
C 0.321 4.046 -2.074
N -3.332 2.501 -3.462
H -3.287 3.354 -6.123
H -2.768 1.650 -6.279
H -1.571 2.948 -6.334
H -1.577 1.525 -4.219
H -1.335 4.423 -3.726
H -0.326 3.354 -4.815
H 1.321 4.201 -2.519
H 0.459 3.886 -0.929
H -0.111 5.014 -2.246
H -3.684 3.458 -3.400
H -3.136 2.272 -2.473
C 3.067 4.976 6.003
C 2.639 4.339 4.737
C 2.478 2.825 4.881
O 3.655 2.321 5.436
C 3.545 1.070 6.137
N 1.423 4.854 4.096
H 4.050 4.768 6.265
H 2.456 4.647 6.799
H 2.920 6.036 6.023
H 3.470 4.513 4.054
H 2.333 2.320 3.930
H 1.635 2.537 5.566
H 2.601 0.981 6.721
H 4.398 1.063 6.704
H 3.561 0.315 5.308
H 1.443 5.826 3.912
H 0.644 4.657 4.679
C 6.102 3.269 -0.426
C 5.111 3.522 0.654
C 5.570 4.557 1.689
O 6.613 3.944 2.443
C 6.997 4.529 3.668
N 3.837 3.994 0.125
H 6.913 2.646 0.000
H 6.553 4.155 -0.884
H 5.580 2.679 -1.148
H 4.986 2.592 1.216
H 4.766 4.826 2.361
H 5.911 5.436 1.178
H 6.235 4.343 4.457
H 7.271 5.594 3.500
H 7.868 3.951 3.956
H 3.150 3.983 0.887
H 3.506 3.391 -0.634
C -0.097 -1.594 7.092
C 0.545 -1.026 5.834
C -0.095 -1.687 4.597
O -1.459 -1.382 4.553
C -2.059 -2.011 3.394
N 0.437 0.331 5.930
H -0.037 -2.662 7.252
H -1.165 -1.282 7.103
H 0.403 -1.064 7.926
H 1.658 -1.309 5.900
H 0.068 -2.744 4.604
H 0.348 -1.290 3.650
H -2.263 -3.131 3.442
H -1.494 -1.886 2.444
H -3.023 -1.563 3.188
H -0.517 0.720 5.970
H 0.954 0.775 5.198
C 1.575 1.257 1.753
C 1.587 0.098 0.828
C 0.485 0.176 -0.251
O -0.778 -0.065 0.359
C -1.868 -0.333 -0.427
N 2.863 0.132 0.118
H 2.260 1.055 2.549
H 0.654 1.250 2.377
H 1.790 2.221 1.222
H 1.442 -0.880 1.293
H 0.685 -0.533 -1.067
H 0.577 1.128 -0.703
H -2.604 -0.863 0.192
H -1.639 -0.930 -1.323
H -2.402 0.616 -0.716
H 3.075 -0.791 -0.252
H 3.580 0.445 0.781
C -6.901 -0.692 4.056
C -5.875 0.345 4.531
O -6.252 1.657 4.495
O -7.572 -0.446 2.863
H -7.727 -0.830 4.740
H -6.328 -1.629 3.947
H -4.876 0.322 4.098
H -5.739 -0.003 5.588
H -7.139 1.857 4.139
H -6.961 -0.418 2.116
C -5.987 -2.069 -0.246
C -6.660 -3.127 0.664
O -7.000 -4.262 -0.164
O -5.930 -0.965 0.596
H -6.635 -1.904 -1.101
H -5.007 -2.445 -0.543
H -7.556 -2.718 1.155
H -6.049 -3.461 1.502
H -7.891 -4.655 0.020
H -5.401 -0.227 0.326
C -5.333 2.321 0.163
C -6.467 2.923 1.083
O -7.278 3.868 0.368
O -4.642 1.325 0.840
H -4.702 3.164 -0.198
H -5.790 1.915 -0.677
H -6.091 3.480 1.926
H -7.159 2.139 1.491
H -7.969 3.374 -0.081
H -3.742 1.647 1.101
C 0.727 -2.651 -3.505
C 1.180 -4.019 -3.046
O 0.100 -4.897 -2.822
O 1.869 -1.679 -3.369
H -0.115 -2.373 -2.868
H 0.306 -2.631 -4.535
H 1.817 -3.986 -2.156
H 1.792 -4.406 -3.872
H -0.635 -4.549 -3.330
H 1.592 -0.811 -3.664
C -3.189 -4.533 0.575
C -3.763 -5.633 -0.284
O -4.459 -5.011 -1.359
O -2.370 -4.947 1.688
H -3.900 -3.834 1.018
H -2.518 -3.914 -0.050
H -4.417 -6.338 0.183
H -2.955 -6.189 -0.796
H -5.424 -4.955 -1.097
H -1.457 -5.226 1.455
C 5.423 -2.389 -1.367
C 6.097 -1.225 -2.052
O 5.833 0.007 -1.340
O 4.035 -2.367 -1.396
H 5.748 -2.331 -0.253
H 5.832 -3.400 -1.821
H 5.695 -1.180 -3.058
H 7.120 -1.452 -2.156
H 4.886 0.188 -1.378
H 3.657 -2.377 -2.246
C 1.443 6.661 0.460
C 0.188 5.929 0.957
O 0.448 4.555 1.382
O 1.941 6.179 -0.763
H 2.145 6.547 1.302
H 1.250 7.759 0.393
H -0.518 5.829 0.116
H -0.267 6.484 1.795
H 0.982 4.472 2.186
H 2.773 5.705 -0.614
C 5.609 -0.785 2.482
C 6.876 -0.638 1.624
O 7.527 -1.869 1.321
O 4.897 0.448 2.678
H 5.905 -1.053 3.494
H 4.835 -1.491 2.033
H 7.512 -0.022 2.250
H 6.790 -0.092 0.657
H 8.013 -2.250 2.087
H 5.395 1.242 2.898
C -6.479 0.458 -2.934
C -6.727 -0.164 -4.318
O -8.008 0.200 -4.736
O -5.095 0.170 -2.554
H -7.143 0.164 -2.157
H -6.593 1.536 -2.938
H -6.599 -1.288 -4.403
H -5.960 0.236 -4.964
H -8.034 1.038 -5.246
H -4.473 0.683 -3.118
C 2.555 1.684 -4.299
C 3.507 1.511 -3.093
O 2.861 2.079 -1.986
O 1.331 0.943 -4.114
H 2.931 1.273 -5.204
H 2.252 2.778 -4.375
H 4.501 1.900 -3.310
H 3.660 0.426 -3.003
H 2.943 1.415 -1.222
H 0.983 1.374 -3.388
```

Calculated values
- Largest force on an atom: 4.08 eV/A
- Orbital gap: 9.4 eV
- Charge: 0
- Lowest unoccupied orbital energy: 0.46 eV
- Relative energy (zero: lowest compared OMol25 entry of this formula, charge and spin): 0.0 kJ/mol
- Spin multiplicity: 1



What is the largest force on an atom in the third record? 8.27 eV/A



What is the largest force on an atom in the second record? 7.43 eV/A